Record 1
Formula: C41H39N6O3S3Sn
Source: OMol25
Level of theory: ωB97M-V/def2-TZVPD

Geometry as XYZ:
```
93
Properties=species:S:1:pos:R:3:forces:R:3
Sn -1.527 -1.104 -1.736 -0.69 -1.06 1.96
C 0.920 -3.183 -3.684 0.12 -0.60 -0.05
C 1.350 -3.917 -2.435 0.62 -0.54 0.07
C 2.564 -4.613 -2.379 0.15 0.58 -1.14
C 3.073 -5.173 -1.207 -0.55 0.15 -0.31
C 2.368 -5.011 -0.023 -0.79 0.12 0.72
C 1.099 -4.400 -0.028 -0.05 -0.25 0.15
C 0.286 -4.293 1.259 0.83 -0.55 -0.11
C 0.556 -3.944 -1.274 -0.04 0.45 0.82
N -0.783 -3.534 -1.331 0.82 1.37 -0.59
C -1.749 -4.426 -1.177 0.36 -2.98 0.02
O -1.595 -5.649 -0.905 -0.04 2.31 -0.41
C -3.125 -3.958 -1.414 -0.21 1.32 0.84
C -4.155 -4.867 -1.333 -0.02 -1.14 -0.32
C -5.470 -4.456 -1.499 0.22 1.21 -0.01
C -5.688 -3.080 -1.645 0.45 0.03 0.25
C -4.587 -2.220 -1.596 -0.52 -0.04 -0.36
N -3.315 -2.620 -1.500 -0.53 -0.85 -0.07
C -4.859 -0.759 -1.630 -2.43 1.28 -0.43
O -6.036 -0.326 -1.763 2.66 -1.08 0.36
N -3.808 0.054 -1.391 1.29 0.13 -0.19
C -3.970 1.426 -1.284 -0.38 1.31 -1.28
C -3.933 2.262 -2.468 -0.19 0.65 1.05
C -3.788 1.698 -3.854 0.62 0.06 0.14
C -4.095 3.666 -2.306 0.24 -1.49 -2.03
C -4.404 4.221 -1.096 0.55 0.05 0.27
C -4.481 3.413 0.020 -0.91 -0.41 1.52
C -4.335 2.043 -0.044 0.63 -0.71 -0.44
C -4.641 1.176 1.134 0.22 -1.19 0.46
H 1.339 -3.702 -4.572 -0.27 0.47 0.43
H 1.316 -2.149 -3.653 -0.27 -0.39 -0.08
H -0.176 -3.182 -3.762 0.40 0.09 -0.15
H 3.127 -4.680 -3.335 -0.28 -0.05 0.87
H 3.978 -5.762 -1.240 0.14 0.14 0.05
H 2.762 -5.402 0.936 -0.29 0.25 -0.76
H 0.953 -4.598 2.090 -0.48 0.30 -0.30
H -0.602 -4.944 1.295 0.37 0.12 -0.31
H -0.044 -3.269 1.405 -0.03 0.18 0.12
H -3.827 -5.910 -1.169 -0.47 0.70 -0.13
H -6.312 -5.123 -1.485 -0.03 -0.31 0.03
H -6.661 -2.588 -1.724 0.29 -0.42 -0.04
H -2.728 1.754 -4.188 -0.43 -0.10 0.13
H -4.371 2.310 -4.559 0.15 -0.41 0.22
H -4.091 0.647 -3.880 -0.08 0.29 -0.18
H -4.030 4.260 -3.246 -0.15 -0.28 0.97
H -4.548 5.276 -1.019 -0.14 0.53 0.10
H -4.809 3.780 1.016 0.33 0.13 -0.91
H -4.107 1.518 2.036 -0.24 -0.07 -0.29
H -4.312 0.116 0.924 -0.40 1.12 0.38
H -5.729 1.151 1.372 0.70 0.09 -0.27
S -0.298 -0.552 0.373 0.26 0.10 -0.51
C 0.737 1.080 0.073 -1.26 -0.43 1.56
N 0.813 1.729 1.330 0.33 -0.71 -0.17
C 2.081 2.320 1.722 0.37 -0.40 0.69
C 3.166 1.238 1.683 -0.50 0.73 0.93
N 3.208 0.657 0.361 -1.56 0.30 -1.16
C 4.567 0.331 -0.110 -0.14 0.69 -0.74
C 5.421 1.601 -0.278 -0.03 0.36 -0.06
C 5.032 2.516 -1.277 -0.34 -0.98 -0.37
C 5.727 3.683 -1.444 1.20 1.75 0.30
C 6.874 4.023 -0.659 -0.93 -0.93 0.16
C 7.259 3.124 0.335 -0.06 -0.48 -0.39
C 6.536 1.933 0.505 -0.62 -1.01 0.90
C 2.103 0.613 -0.455 2.10 0.15 0.32
S 2.206 0.139 -2.040 -0.27 -0.31 -0.33
C -0.379 1.950 2.124 -0.26 0.84 0.69
C -0.065 1.844 3.635 -0.16 -0.26 0.32
C -0.522 2.762 4.615 0.67 -0.54 -0.99
C -0.074 2.673 5.929 -0.33 -0.37 -0.06
C 0.704 1.590 6.336 0.11 0.25 0.06
C 1.173 0.685 5.392 -0.17 -0.26 -0.35
C 0.757 0.789 4.056 0.06 -0.49 -0.21
H 2.034 2.686 2.765 -0.26 -0.16 -0.62
H 2.331 3.172 1.091 0.20 0.07 -0.18
H 2.982 0.470 2.454 -0.12 0.17 -0.38
H 4.132 1.686 1.957 -0.17 -0.10 -0.51
H 4.437 -0.117 -1.108 0.29 -0.22 0.63
H 4.956 -0.349 0.634 0.45 -0.30 -0.04
H 4.227 2.238 -1.993 0.50 0.37 0.77
H 5.398 4.443 -2.158 0.06 -0.47 -0.01
H 7.415 4.959 -0.797 -0.24 -0.27 -0.10
H 8.144 3.254 0.960 -0.30 0.29 -0.20
H 6.788 1.232 1.345 0.01 0.73 -0.92
H -1.115 1.197 1.822 0.02 0.21 0.16
H -0.799 2.949 1.896 -0.03 -0.25 0.20
H -1.221 3.531 4.320 0.14 0.28 -0.02
H -0.347 3.443 6.643 -0.20 -0.19 0.00
H 0.906 1.440 7.399 0.27 0.22 -0.39
H 1.878 -0.096 5.693 -0.48 0.09 -0.11
H 1.032 -0.008 3.313 -0.08 0.97 0.81
O 0.602 4.284 -0.585 -0.19 -2.33 -1.83
S 0.203 3.187 -1.523 -0.73 0.32 2.86
N -0.011 1.743 -0.989 1.17 2.05 -1.45
```
Forces are in eV/Å.

Output
Charge: +1
2S+1: 1
HOMO energy (alpha / beta), eV: -10.721 / -10.673
LUMO energy (alpha / beta), eV: -7.3 / -7.3

***

Record 2
Formula: C41H40AsF7IrNO6
Source: OMol25
Level of theory: ωB97M-V/def2-TZVPD

Geometry as XYZ:
```
97
Properties=species:S:1:pos:R:3:forces:R:3
Ir -1.303 0.064 0.948 1.00 0.21 1.15
N -3.000 0.179 -0.162 0.03 0.33 0.16
C -3.830 -1.044 -0.268 0.01 0.01 0.01
C -4.300 -1.513 1.093 0.04 0.01 -0.04
C -3.193 -2.161 1.900 -0.01 0.04 0.10
O -3.375 -3.196 2.515 -0.03 0.02 0.01
O -2.046 -1.538 1.939 -0.13 -0.20 -0.38
H -3.562 0.957 0.195 -0.07 0.01 0.01
H -2.652 0.397 -1.093 -0.01 0.04 0.01
H -3.217 -1.796 -0.766 -0.01 0.01 0.01
H -4.681 -0.800 -0.906 -0.03 -0.01 0.04
H -5.106 -2.236 0.982 0.01 -0.01 0.00
H -4.698 -0.668 1.661 -0.04 0.02 0.02
C 4.011 0.581 -3.232 0.03 0.00 -0.01
C 3.496 -0.217 -2.049 -0.04 -0.02 0.06
C 4.511 -1.223 -1.533 0.03 0.00 0.00
O 3.143 0.677 -1.010 0.02 0.08 -0.03
C 1.827 0.413 -0.539 -0.07 -0.03 0.04
C 1.193 -0.397 -1.675 0.02 0.01 -0.01
O 2.307 -0.894 -2.410 -0.01 0.01 -0.05
C 0.267 -1.554 -1.262 -0.13 0.09 -0.09
O -0.895 -1.002 -0.706 -0.24 -0.14 0.03
C 0.986 -2.595 -0.399 0.07 -0.03 -0.01
C 0.647 -2.818 0.927 -0.02 -0.01 0.06
C 1.301 -3.792 1.677 0.02 0.00 0.00
C 2.302 -4.561 1.108 0.00 0.00 0.00
C 2.629 -4.366 -0.229 0.00 0.00 0.01
C 1.971 -3.403 -0.975 0.00 0.00 0.01
C -0.295 -2.273 -2.504 0.02 -0.01 0.01
C -1.117 -3.377 -2.276 -0.01 0.01 0.02
C -1.743 -4.029 -3.323 0.00 0.00 -0.01
C -1.555 -3.590 -4.629 0.00 0.00 0.00
C -0.738 -2.498 -4.866 0.00 0.00 0.00
C -0.113 -1.840 -3.811 0.02 0.01 0.01
C 1.147 1.759 -0.193 -0.05 -0.11 -0.05
O -0.076 1.581 0.453 -0.11 0.06 -0.12
C 0.958 2.604 -1.456 0.00 0.01 -0.03
C 2.031 3.243 -2.072 0.00 0.01 0.01
C 1.841 3.993 -3.223 -0.01 0.00 0.00
C 0.572 4.124 -3.770 0.00 0.01 0.00
C -0.506 3.508 -3.151 -0.01 0.00 0.00
C -0.311 2.757 -1.999 0.00 -0.01 -0.02
C 1.991 2.547 0.826 0.07 -0.02 -0.02
C 1.549 3.828 1.159 -0.02 0.01 0.01
C 2.177 4.568 2.145 -0.01 0.00 0.00
C 3.269 4.039 2.824 0.01 0.00 0.01
C 3.719 2.770 2.501 -0.01 0.01 0.00
C 3.086 2.029 1.508 -0.01 -0.01 0.01
H 4.871 1.182 -2.935 0.00 0.00 0.01
H 3.225 1.241 -3.596 -0.01 0.01 0.00
H 4.311 -0.097 -4.032 -0.01 0.00 0.00
H 5.439 -0.712 -1.275 -0.01 0.00 0.00
H 4.719 -1.975 -2.295 -0.01 0.00 0.00
H 4.115 -1.722 -0.649 0.01 0.00 0.00
H 1.865 -0.184 0.384 0.00 -0.04 -0.02
H 0.594 0.266 -2.307 0.03 0.00 -0.02
H -0.171 -2.281 1.385 0.03 -0.02 -0.04
H 1.001 -3.957 2.705 0.00 0.00 0.00
H 2.805 -5.323 1.691 0.00 0.00 0.00
H 3.390 -4.978 -0.698 0.00 0.00 0.00
H 2.213 -3.279 -2.021 0.00 0.00 -0.01
H -1.266 -3.717 -1.258 0.00 0.00 0.00
H -2.380 -4.882 -3.121 0.00 0.00 0.00
H -2.041 -4.099 -5.452 0.00 0.00 0.00
H -0.582 -2.147 -5.879 0.00 0.00 0.00
H 0.527 -0.997 -4.028 0.00 0.00 0.00
H 3.019 3.156 -1.639 0.01 -0.01 0.00
H 2.686 4.484 -3.690 0.00 0.00 0.00
H 0.422 4.715 -4.666 0.00 0.00 0.00
H -1.503 3.619 -3.558 0.00 0.00 0.00
H -1.148 2.293 -1.495 0.00 0.01 0.00
H 0.690 4.236 0.640 0.00 0.00 0.00
H 1.811 5.557 2.390 0.00 0.00 0.00
H 3.761 4.614 3.599 0.00 0.00 0.00
H 4.569 2.346 3.022 0.00 0.00 0.00
H 3.469 1.047 1.267 0.00 0.00 0.00
F -4.192 2.148 1.520 0.03 0.06 -0.08
As -5.887 2.380 1.979 0.09 -0.13 -0.04
F -5.990 3.697 0.864 0.00 0.01 -0.01
F -5.366 3.452 3.233 -0.03 0.01 -0.01
F -7.543 2.563 2.415 -0.01 0.00 0.00
F -5.717 1.032 3.069 0.01 -0.01 0.00
F -6.296 1.263 0.698 -0.02 0.00 0.01
F 0.263 -2.845 5.241 -0.01 0.01 0.00
C -0.143 -1.706 4.652 0.11 0.01 -0.05
C 0.753 -1.019 3.857 -0.03 -0.09 0.05
C 0.335 0.147 3.244 -0.05 0.10 -0.17
C -0.999 0.630 3.427 -0.08 -0.21 0.09
C -1.460 1.784 2.794 -0.42 -0.27 -0.95
C -1.875 -0.127 4.276 0.07 -0.03 0.09
C -1.450 -1.271 4.883 -0.07 0.05 -0.02
H 1.757 -1.399 3.726 0.00 -0.01 -0.01
H 1.029 0.741 2.663 0.02 0.03 0.02
H -0.782 2.406 2.231 0.04 0.15 0.16
H -2.463 2.142 2.980 -0.01 -0.02 0.04
H -2.897 0.213 4.392 0.01 0.02 0.00
H -2.110 -1.873 5.492 0.01 0.00 0.01
```
Forces are in eV/Å.

Output
Charge: -1
2S+1: 2
HOMO energy (alpha / beta), eV: -5.475 / -6.136
LUMO energy (alpha / beta), eV: 1.9 / 0.4

***

E (computed, a.u.): -3548.533744; -5131.942892
Energy above the lowest of the compared OMol25 structures with the same formula, charge and spin (computed, eV): 0.5415; 1.3897